No. 1
Density functional theory data (wB97M-V/def2-TZVPD) for C34H34Br2CaN13O as an isolated structure.

## Properties
- charge = +1
- multiplicity = 1
- calculated total energy (eV) = -215746.97938

Each line ends with the Löwdin charge.
Geometry (Å):
Ca1 -0.30 -0.65 0.37  1.34
C1 0.25 -0.74 3.52  -0.13
N1 0.79 -1.55 2.42  -0.12
C2 0.47 -2.98 2.47  -0.12
C3 -0.76 -3.32 1.68  -0.33
N2 -1.71 -2.46 1.39  0.08
C4 -2.67 -3.20 0.72  -0.24
C5 -3.89 -2.79 0.16  -0.02
C6 -4.63 -3.74 -0.50  -0.08
C7 -4.19 -5.07 -0.63  -0.08
C8 -2.99 -5.48 -0.08  -0.01
C9 -2.26 -4.52 0.60  -0.20
N3 -1.04 -4.58 1.25  0.17
C10 0.10 0.71 3.09  -0.41
N4 -0.96 0.86 2.16  -0.02
C11 -1.14 2.16 1.78  -0.29
C12 -2.20 2.60 0.97  -0.03
C13 -2.28 3.93 0.58  -0.10
C14 -1.33 4.87 0.97  -0.10
C15 -0.28 4.47 1.78  -0.05
C16 -0.22 3.15 2.16  -0.16
N5 0.81 2.65 3.06  0.09
H1 0.85 -0.83 4.42  0.12
H2 -0.76 -1.09 3.73  0.14
H3 1.79 -1.44 2.36  0.11
H4 0.32 -3.32 3.51  0.14
H5 1.32 -3.55 2.08  0.12
H6 -4.22 -1.76 0.25  0.11
H7 -5.58 -3.46 -0.94  0.10
H8 -4.80 -5.77 -1.17  0.10
H9 -2.64 -6.50 -0.19  0.12
H10 -0.37 -5.32 1.16  0.14
H11 -2.96 1.89 0.67  0.11
H12 -3.12 4.25 -0.02  0.10
H13 -1.41 5.91 0.66  0.10
H14 0.48 5.17 2.11  0.12
H15 1.51 3.35 3.30  0.20
Br1 2.07 3.73 -0.99  0.79
C17 2.90 2.02 -0.98  -0.59
C18 4.27 1.94 -1.26  -0.18
C19 4.90 0.73 -1.28  -0.64
Br2 6.75 0.66 -1.66  0.77
C20 4.16 -0.46 -1.03  -0.19
C21 4.73 -1.76 -1.08  -0.03
C22 3.94 -2.85 -0.85  -0.03
C23 2.59 -2.65 -0.51  -0.13
N6 2.03 -1.47 -0.43  0.06
C24 2.79 -0.36 -0.72  -0.14
C25 2.10 0.92 -0.71  -0.46
O1 0.84 0.99 -0.47  -0.30
H16 4.82 2.85 -1.46  0.09
H17 5.77 -1.87 -1.33  0.08
H18 4.33 -3.86 -0.91  0.11
H19 1.96 -3.52 -0.32  0.07
N7 -1.12 -1.37 -1.74  0.02
C26 -0.77 -2.42 -2.13  -0.39
N8 -0.41 -3.55 -2.63  0.08
C27 0.04 -4.48 -1.82  -0.40
N9 0.46 -5.33 -1.14  0.11
N10 2.40 1.20 4.64  0.04
C28 1.24 1.55 5.19  -0.06
C29 0.18 1.81 4.18  -0.08
N11 1.43 1.34 2.52  0.10
C30 2.56 1.06 3.32  -0.13
H20 3.21 1.06 5.24  0.18
H21 1.16 1.69 6.25  0.12
H22 -0.74 2.23 4.57  0.17
H23 3.54 0.95 2.89  0.12
N12 -2.57 2.53 -4.35  0.05
C31 -2.23 2.89 -2.92  -0.10
C32 -1.27 1.84 -2.40  -0.23
N13 -0.09 1.70 -3.22  -0.03
C33 -0.38 1.45 -4.61  -0.19
C34 -1.34 2.47 -5.22  -0.10
H24 -3.25 3.18 -4.74  0.18
H25 -3.01 1.60 -4.35  0.18
H26 -3.17 2.93 -2.36  0.13
H27 -1.78 3.88 -2.95  0.14
H28 -1.78 0.87 -2.36  0.09
H29 -0.97 2.09 -1.38  0.09
H30 0.60 2.41 -3.05  0.07
H31 -0.83 0.45 -4.69  0.13
H32 0.54 1.43 -5.19  0.13
H33 -1.66 2.21 -6.23  0.13
H34 -0.91 3.47 -5.22  0.13

***

No. 2
Density functional theory data (wB97M-V/def2-TZVPD) for C34H34Cl2F2HfN7O3Si2 as an isolated structure.

## Properties
- charge = -1
- multiplicity = 1
- calculated total energy (eV) = -99932.69136

Each line ends with the Löwdin charge.
Geometry (Å):
Hf1 -0.19 0.35 0.01  1.45
Cl1 0.47 2.44 -6.70  0.64
C1 0.88 2.12 -5.04  -0.69
C2 -0.15 2.05 -4.11  -0.04
C3 0.12 1.79 -2.77  -0.21
N1 -0.85 1.59 -1.77  -0.01
C4 -2.11 2.01 -1.99  -0.46
O1 -2.52 2.74 -2.89  0.04
C5 -3.09 1.51 -0.98  -0.20
C6 -4.42 1.88 -1.10  0.01
C7 -5.34 1.41 -0.18  -0.05
C8 -4.87 0.60 0.84  -0.04
C9 -3.53 0.29 0.90  -0.16
N2 -2.64 0.72 0.00  0.00
C10 1.45 1.58 -2.37  -0.23
C11 2.47 1.66 -3.32  -0.06
C12 2.19 1.93 -4.65  -0.69
Cl2 3.50 2.01 -5.78  0.64
N3 1.61 1.19 -1.02  -0.03
C13 2.84 1.26 -0.44  -0.47
O2 3.89 1.62 -0.95  0.05
C14 2.84 0.87 1.01  -0.21
C15 4.00 1.01 1.74  0.01
C16 3.98 0.71 3.09  -0.04
C17 2.79 0.29 3.65  -0.04
C18 1.67 0.17 2.84  -0.19
N4 1.69 0.45 1.54  0.00
H1 -1.16 2.21 -4.44  0.10
H2 -4.69 2.53 -1.92  0.12
H3 -6.38 1.68 -0.25  0.11
H4 -5.53 0.21 1.61  0.11
H5 -3.16 -0.30 1.72  0.05
H6 3.49 1.51 -3.02  0.10
H7 4.89 1.36 1.23  0.12
H8 4.87 0.81 3.69  0.11
H9 2.70 0.04 4.70  0.11
H10 0.73 -0.13 3.26  0.06
C19 0.30 3.17 2.99  -0.24
Si1 -1.01 2.03 2.19  0.53
C20 -2.43 3.28 1.92  -0.23
C21 -1.63 0.91 3.63  -0.32
C22 -2.09 1.56 4.79  -0.11
C23 -2.56 0.85 5.89  -0.11
C24 -2.60 -0.54 5.84  -0.11
C25 -2.15 -1.19 4.70  -0.12
C26 -1.67 -0.50 3.59  -0.34
Si2 -1.06 -1.52 2.06  0.52
C27 0.14 -2.80 2.81  -0.24
C28 -2.46 -2.75 1.64  -0.24
H11 -0.12 3.76 3.81  0.01
H12 0.68 3.86 2.23  0.02
H13 1.15 2.61 3.38  0.00
H14 -2.57 3.91 2.81  0.02
H15 -3.38 2.79 1.71  0.00
H16 -2.20 3.94 1.08  0.02
H17 -2.07 2.64 4.84  0.09
H18 -2.90 1.38 6.77  0.09
H19 -2.97 -1.11 6.69  0.09
H20 -2.19 -2.28 4.68  0.08
H21 -0.33 -3.35 3.64  0.02
H22 1.09 -2.40 3.15  0.00
H23 0.35 -3.53 2.02  0.01
H24 -2.92 -3.17 2.54  0.02
H25 -1.99 -3.56 1.09  0.02
H26 -3.25 -2.35 1.00  0.00
F1 -2.17 -1.56 -1.68  -0.10
C29 -0.78 -1.41 -1.53  -0.41
F2 -0.30 -2.70 -1.28  -0.11
H27 -0.42 -1.17 -2.54  0.06
C30 3.00 -4.88 1.80  -0.02
N5 2.81 -4.10 0.60  -0.05
C31 2.53 -4.67 -0.59  -0.06
C32 2.39 -3.94 -1.71  -0.02
C33 2.49 -2.52 -1.56  -0.39
N6 2.72 -1.94 -0.40  0.21
C34 2.97 -2.70 0.71  -0.49
O3 3.28 -2.25 1.80  0.05
N7 2.36 -1.73 -2.64  0.19
H28 2.95 -5.94 1.55  0.09
H29 2.24 -4.64 2.54  0.08
H30 3.97 -4.66 2.24  0.09
H31 2.42 -5.75 -0.59  0.13
H32 2.15 -4.40 -2.66  0.11
H33 1.96 -2.09 -3.48  0.11
H34 2.33 -0.73 -2.49  0.07

***

No. 3
Density functional theory data (wB97M-V/def2-TZVPD) for C34H34ClMgN8O7 as an isolated structure.

## Properties
- charge = +1
- multiplicity = 1
- calculated total energy (eV) = -80024.53986

Each line ends with the Löwdin charge.
Geometry (Å):
Mg1 10.71 13.64 10.89  0.66
C1 10.17 16.21 8.96  -0.10
N1 9.36 15.12 9.56  -0.19
C2 8.75 14.31 8.50  -0.12
C3 8.16 13.06 9.14  -0.23
C4 7.17 12.30 8.49  0.01
C5 6.58 11.22 9.16  -0.03
C6 7.13 10.83 10.39  -0.03
C7 8.17 11.58 10.92  -0.14
N2 8.67 12.65 10.33  0.08
C8 8.28 15.72 10.43  -0.10
C9 8.92 16.02 11.76  -0.24
C10 8.40 17.09 12.52  0.01
C11 9.12 17.47 13.66  -0.02
C12 10.16 16.62 14.11  -0.03
C13 10.45 15.49 13.38  -0.11
N3 9.90 15.23 12.18  0.08
C14 11.66 15.97 8.99  -0.23
C15 12.45 16.69 8.12  -0.01
C16 13.83 16.41 8.01  -0.02
C17 14.32 15.30 8.70  -0.05
C18 13.46 14.63 9.53  -0.10
N4 12.18 15.00 9.80  0.09
H1 9.80 16.44 7.95  0.13
H2 9.98 17.19 9.50  0.15
H3 8.01 14.98 8.00  0.15
H4 9.43 14.02 7.75  0.11
H5 6.87 12.61 7.47  0.13
H6 5.71 10.76 8.68  0.12
H7 6.73 9.98 10.95  0.12
H8 8.66 11.30 11.84  0.10
H9 7.81 16.58 9.92  0.14
H10 7.48 14.97 10.52  0.13
H11 7.57 17.70 12.20  0.12
H12 8.92 18.39 14.17  0.11
H13 10.66 16.86 15.03  0.11
H14 11.20 14.78 13.74  0.10
H15 11.93 17.52 7.62  0.13
H16 14.51 17.04 7.41  0.13
H17 15.38 15.04 8.63  0.11
H18 13.81 13.81 10.15  0.11
C19 14.25 11.36 14.42  -0.03
N5 13.63 12.48 13.79  -0.14
C20 14.37 13.72 13.80  -0.02
C21 12.51 12.47 13.03  -0.42
C22 11.68 11.21 12.96  0.02
O1 12.11 13.50 12.42  -0.08
H19 14.38 11.55 15.48  0.10
H20 15.21 11.17 13.97  0.10
H21 13.60 10.48 14.31  0.09
H22 14.61 14.09 12.80  0.09
H23 15.31 13.53 14.29  0.09
H24 13.78 14.50 14.31  0.10
H25 11.38 10.77 13.93  0.11
H26 12.24 10.45 12.43  0.08
H27 10.78 11.49 12.36  0.06
O2 11.00 12.10 7.90  0.04
C23 11.31 11.49 8.94  -0.59
O3 11.45 11.93 10.14  -0.10
C24 11.67 10.07 8.81  -0.08
C25 12.32 9.73 7.58  0.11
C26 12.73 8.40 7.43  -0.10
C27 12.66 7.41 8.42  0.09
C28 12.02 7.83 9.56  -0.12
C29 11.53 9.12 9.85  0.10
N6 11.93 6.85 10.65  -0.33
O4 11.46 7.27 11.70  0.07
O5 12.30 5.71 10.34  0.09
N7 13.32 8.00 6.14  -0.36
O6 13.71 6.85 6.05  0.09
O7 13.37 8.85 5.29  0.10
H28 12.42 10.46 6.81  0.12
H29 12.98 6.37 8.25  0.15
H30 11.10 9.35 10.80  0.10
Cl1 4.84 11.71 14.71  0.73
C30 6.44 12.03 15.17  -0.68
C31 6.96 11.87 16.47  -0.05
C32 8.29 12.22 16.68  -0.08
C33 9.02 12.74 15.67  -0.17
N8 8.59 12.86 14.41  0.08
C34 7.32 12.53 14.19  -0.18
H31 6.33 11.55 17.30  0.12
H32 8.75 12.12 17.67  0.12
H33 10.00 13.17 15.90  0.11
H34 6.94 12.73 13.20  0.09

***

Quick rundown of max |F|, same order as above: 0.473 0.720 2.643 eV/Å
Quick rundown of ΔE to the lowest compared entry with this formula, charge and spin, same order as above: 128.0 0.0 30.2 kcal/mol
Quick rundown of LUMO level, same order as above: -0.094 0.085 -0.093 Ha